Record 1
80
Properties=species:S:1:pos:R:3:lowdin_spin:R:1 method="wB97M-V/def2-TZVPD" s2=0.7601 total_charge=+1 e_tot_ha=-1502.2300 multiplicity=2
C -1.315 -1.588 -4.549 0.00
O -2.652 -1.979 -4.516 0.00
H -0.561 -2.269 -4.154 0.00
H -0.962 -1.175 -5.494 0.00
H -1.247 -0.665 -3.975 0.00
H -3.183 -1.270 -4.885 0.00
C 0.635 4.377 -0.419 0.00
O 2.013 4.555 -0.843 0.00
H 0.294 5.290 0.070 0.00
H 0.037 4.152 -1.302 0.00
H 0.566 3.456 0.159 0.00
H 2.359 5.443 -0.726 0.00
C -3.224 -1.414 2.534 0.01
O -4.519 -0.960 2.402 0.01
H -2.485 -0.674 2.842 0.00
H -3.013 -2.202 3.256 0.00
H -2.813 -1.845 1.621 0.00
H -4.975 -1.556 1.803 0.00
C 1.984 -3.702 -1.542 0.03
O 2.150 -2.624 -0.708 0.13
H 2.154 -4.685 -1.102 0.01
H 1.085 -3.764 -2.154 0.00
H 2.729 -3.782 -2.333 0.02
H 1.498 -1.996 -1.028 0.00
C 0.065 2.420 -4.964 0.00
O -0.617 3.293 -4.015 0.00
H -0.158 1.414 -4.610 0.00
H -0.306 2.509 -5.985 0.00
H 1.141 2.595 -4.928 0.00
H -0.356 4.213 -4.098 0.00
C -3.953 3.133 -2.640 0.00
O -2.650 3.344 -2.144 0.00
H -4.170 2.072 -2.766 0.00
H -4.702 3.520 -1.949 0.00
H -3.950 3.654 -3.597 0.00
H -2.102 3.213 -2.922 0.00
C -0.151 0.028 -0.777 0.04
O 0.194 -0.958 -1.458 0.08
N -0.522 -0.061 0.490 0.50
N -0.040 1.268 -1.152 0.10
H -0.817 0.669 1.122 0.01
H -0.578 -1.044 0.714 0.01
H 0.119 1.514 -2.118 0.00
H -0.389 1.981 -0.526 0.00
C -1.971 -5.051 2.410 0.00
C -0.797 -4.743 1.543 0.00
C -0.666 -5.543 0.286 0.00
O -0.850 -3.369 1.335 0.00
H -2.014 -4.324 3.221 0.00
H -1.826 -6.093 2.693 0.00
H -2.937 -4.975 1.909 0.00
H 0.043 -4.996 2.189 0.00
H -0.140 -4.982 -0.487 0.00
H -1.605 -5.794 -0.208 0.00
H -0.083 -6.442 0.482 0.00
H -0.261 -3.122 0.619 0.00
C -0.137 1.263 5.009 0.00
C 0.620 1.526 3.663 0.00
C 1.065 0.133 3.203 0.02
O -0.134 2.065 2.653 0.00
H -0.912 0.502 4.917 0.00
H -0.619 2.098 5.519 0.00
H 0.568 0.934 5.772 0.00
H 1.452 2.230 3.691 0.00
H 0.193 -0.520 3.182 0.00
H 1.898 -0.368 3.696 0.00
H 1.494 0.131 2.201 0.01
H -0.323 2.952 2.968 0.00
C 3.454 0.737 -0.047 0.00
C 3.452 1.911 0.920 0.00
C 4.361 1.597 2.096 0.00
O 4.102 2.990 0.243 0.00
H 2.825 0.895 -0.923 0.00
H 3.113 -0.153 0.481 0.00
H 4.474 0.509 -0.357 0.00
H 2.473 2.249 1.258 0.00
H 4.047 0.698 2.628 0.00
H 4.274 2.315 2.911 0.00
H 5.387 1.355 1.821 0.00
H 3.370 3.486 -0.132 0.00

***

Record 2
86
Properties=species:S:1:pos:R:3:mulliken_charge:R:1 method="wB97M-V/def2-TZVPD" e_tot_ha=-1831.0044
C 1.532 -2.074 3.066 -0.57
O 1.877 -0.702 2.757 -0.53
H 1.479 -2.739 2.118 0.02
H 0.583 -2.163 3.637 0.25
H 2.188 -2.477 3.753 0.44
H 1.225 -0.348 2.104 0.18
C 0.241 -1.434 -3.639 -0.78
O -0.810 -2.046 -4.344 -0.60
H 0.002 -1.258 -2.566 0.38
H 0.441 -0.433 -4.008 0.57
H 1.055 -2.123 -3.659 0.16
H -0.844 -3.004 -4.075 0.31
C -2.504 2.469 1.955 -0.44
O -3.877 2.592 1.438 -0.69
H -2.511 2.002 2.867 0.63
H -2.262 3.562 2.173 0.53
H -1.820 2.037 1.209 -0.41
H -4.359 2.996 2.149 0.28
C -1.904 5.059 -0.657 0.52
O -1.412 6.281 -1.164 -0.74
N -2.925 5.035 0.149 -0.27
N -1.498 3.836 -0.912 -0.08
H -3.374 5.973 0.400 0.25
H -3.286 4.204 0.555 0.29
H -0.686 3.755 -1.534 0.18
H -1.804 2.992 -0.368 0.00
C -2.667 -0.385 -0.351 0.53
O -2.093 -1.090 -1.483 -0.73
N -2.511 -0.875 0.867 -0.38
N -3.410 0.688 -0.569 -0.25
H -1.975 -1.745 1.149 0.17
H -2.856 -0.447 1.727 0.19
H -3.249 1.269 -1.413 0.08
H -3.735 1.302 0.150 0.35
C -0.697 -3.833 -0.086 0.48
O -0.804 -3.222 1.135 -0.82
N -1.072 -3.421 -1.245 -0.04
N -0.132 -4.954 -0.097 -0.44
H -1.528 -2.514 -1.469 0.13
H -0.886 -3.834 -2.110 0.20
H 0.166 -5.345 0.760 0.31
H -0.301 -5.659 -0.912 0.29
C -1.789 1.619 -3.300 0.47
O -0.467 1.853 -3.041 -0.67
N -2.354 0.587 -3.760 -0.19
N -2.730 2.406 -2.893 -0.52
H -1.631 -0.172 -3.949 0.16
H -3.356 0.391 -3.766 0.24
H -2.499 3.227 -2.351 0.22
H -3.633 2.379 -3.342 0.15
C 1.107 2.043 -0.085 -1.70
C 0.544 0.653 -0.060 3.05
C 1.531 -0.362 -0.601 -1.83
O 0.063 0.240 1.036 0.35
H 2.177 1.990 0.230 0.36
H 0.492 2.873 0.401 0.26
H 1.253 2.360 -1.176 0.24
H -0.305 0.563 -0.786 -1.27
H 1.075 -1.374 -0.456 -0.29
H 2.371 -0.241 0.053 0.82
H 1.753 -0.116 -1.675 0.30
H -0.539 -0.422 0.923 -0.16
C 3.265 2.124 3.860 -1.41
C 2.124 2.913 4.206 0.52
C 0.856 2.240 3.711 -0.75
O 2.092 3.225 5.399 -0.54
H 4.185 2.536 4.241 0.39
H 3.469 1.955 2.849 0.32
H 3.133 1.143 4.319 0.28
H 2.219 3.893 3.746 0.20
H 0.028 2.691 4.209 0.57
H 0.791 1.171 4.028 0.13
H 0.726 2.310 2.664 -0.09
H 1.314 3.860 5.483 0.37
C 4.057 -3.267 -1.325 -1.72
C 2.788 -3.953 -1.297 2.29
C 2.434 -4.695 -2.607 -0.93
O 2.567 -4.788 -0.439 -0.68
H 4.845 -3.947 -1.430 0.50
H 4.338 -2.798 -0.320 0.29
H 4.154 -2.515 -2.126 0.29
H 2.148 -3.124 -1.150 -0.89
H 3.101 -5.577 -2.810 0.33
H 2.299 -3.942 -3.465 0.22
H 1.450 -5.194 -2.337 0.09
H 1.565 -4.701 -0.238 0.31

***

Record 3
81
Properties=species:S:1:pos:R:3:mulliken_charge:R:1 method="wB97M-V/def2-TZVPD" total_charge=-1 e_tot_ha=-1690.7733
C -0.466 5.004 -3.500 -0.75
C 0.110 4.259 -2.249 -0.17
O 0.025 2.848 -2.375 -0.37
C -1.212 2.342 -1.893 -0.22
C -1.097 1.545 -0.535 -0.30
O 0.064 0.728 -0.494 -0.35
C 0.148 0.086 0.805 -0.23
Al 0.629 -1.906 0.758 -0.07
C 1.455 -2.497 2.561 -0.86
C 2.479 -3.681 2.419 -0.35
C 1.822 -5.104 2.387 -0.55
N 2.231 -5.987 3.512 -0.54
H -0.186 6.086 -3.353 0.29
H 0.045 4.682 -4.426 0.08
H -1.570 4.965 -3.562 0.27
H -0.384 4.618 -1.319 0.30
H 1.196 4.501 -2.225 0.24
H -1.562 1.597 -2.646 -0.08
H -2.012 3.109 -1.831 0.38
H -1.961 0.837 -0.529 0.36
H -1.196 2.195 0.366 0.12
H -0.878 0.148 1.257 0.06
H 0.837 0.660 1.487 0.22
H 1.484 -2.363 -0.510 -0.32
H -0.784 -2.704 0.660 -0.26
H 0.664 -2.713 3.315 0.36
H 2.040 -1.629 2.971 0.28
H 3.006 -3.537 1.446 0.19
H 3.275 -3.654 3.201 0.29
H 2.205 -5.613 1.472 0.15
H 0.718 -5.054 2.335 0.44
H 1.531 -6.000 4.240 0.20
H 3.147 -5.737 3.857 0.19
C 1.943 7.925 -1.827 -0.58
O 1.497 7.741 -3.167 -0.48
H 1.072 8.049 -1.188 0.23
H 2.511 7.052 -1.496 0.27
H 2.570 8.820 -1.759 0.29
H 2.277 7.632 -3.714 0.27
C 5.600 -7.174 2.699 -0.41
O 5.632 -5.802 2.312 -0.48
H 4.990 -7.269 3.591 0.11
H 5.161 -7.776 1.898 0.27
H 6.613 -7.522 2.916 0.27
H 6.173 -5.736 1.523 0.26
C 0.328 1.844 -6.022 -0.32
O 0.371 3.188 -6.502 -0.51
H -0.300 1.814 -5.135 -0.03
H -0.095 1.186 -6.785 0.29
H 1.336 1.509 -5.760 0.30
H 0.927 3.204 -7.283 0.28
C -5.343 2.779 -0.507 -0.73
O -4.311 2.074 -1.187 -0.38
H -5.503 2.309 0.462 0.28
H -5.045 3.822 -0.358 0.27
H -6.269 2.739 -1.085 0.32
H -4.187 2.503 -2.036 0.22
C 6.703 -9.572 5.937 -0.54
O 6.140 -8.397 5.367 -0.44
H 6.300 -10.436 5.412 0.21
H 7.792 -9.561 5.826 0.25
H 6.441 -9.642 6.996 0.23
H 6.506 -7.646 5.841 0.26
C -0.664 1.311 4.139 -0.46
O -0.655 2.686 3.768 -0.56
H -1.269 1.195 5.037 0.32
H -1.093 0.715 3.333 0.15
H 0.357 0.977 4.345 0.24
H -0.116 2.758 2.975 0.32
C -9.140 3.891 0.111 -0.55
O -8.393 4.136 -1.075 -0.48
H -9.591 2.903 0.036 0.22
H -8.482 3.919 0.984 0.26
H -9.931 4.638 0.221 0.28
H -8.004 5.009 -0.990 0.29
C -3.131 -1.072 -4.246 -0.66
O -1.999 -0.272 -4.571 -0.42
H -4.007 -0.640 -4.728 0.21
H -2.988 -2.093 -4.610 0.28
H -3.286 -1.083 -3.164 0.27
H -1.238 -0.668 -4.138 0.29

***

Record 4
88
Properties=species:S:1:pos:R:3:mulliken_charge:R:1 method="wB97M-V/def2-TZVPD" total_charge=-1 e_tot_ha=-2410.3995
P -0.449 0.286 0.347 1.31
F -0.925 0.654 1.873 -0.56
F -1.951 0.360 -0.229 -0.43
F -0.426 1.854 -0.188 0.04
F 0.083 -0.164 -1.117 -0.58
F 1.126 0.369 0.833 -0.47
F -0.593 -1.285 0.721 0.01
C -0.878 2.200 -3.395 -0.45
O -0.668 0.831 -3.499 -0.44
H -1.915 2.462 -3.184 0.28
H -0.207 2.544 -2.607 -0.03
H -0.608 2.682 -4.335 0.34
H -0.766 0.453 -2.622 0.06
C -4.275 2.265 0.790 -0.36
O -3.211 2.555 1.717 -0.58
H -4.988 3.089 0.768 0.30
H -3.783 2.118 -0.171 0.11
H -4.872 1.416 1.123 0.21
H -2.659 1.770 1.751 0.19
C -3.181 -2.643 -2.835 -1.26
C -1.847 -3.052 -2.224 0.70
O -1.479 -4.183 -2.903 -0.62
H -3.923 -3.434 -2.948 0.40
H -2.997 -2.175 -3.802 0.28
H -3.710 -2.003 -2.129 0.26
H -1.932 -3.239 -1.154 0.07
H -1.159 -2.217 -2.354 -0.17
H -0.598 -4.441 -2.623 0.34
C 2.711 2.057 -2.094 0.01
C 4.072 1.534 -2.458 -0.66
O 5.063 2.367 -1.877 -0.53
H 2.602 3.039 -2.554 0.38
H 2.565 2.022 -1.014 0.04
H 1.911 1.406 -2.447 -0.15
H 4.111 1.522 -3.547 0.29
H 4.096 0.475 -2.200 0.37
H 5.584 1.762 -1.345 0.33
C 4.261 -0.384 2.386 -0.33
C 5.681 -0.680 1.929 -0.44
O 6.053 -2.048 2.245 -0.56
H 4.107 0.688 2.270 0.18
H 4.083 -0.766 3.392 0.28
H 3.598 -0.841 1.650 0.06
H 6.421 0.010 2.334 0.31
H 5.778 -0.495 0.859 0.20
H 6.233 -2.168 3.180 0.31
C 0.780 -0.903 4.056 -0.88
C -0.684 -1.227 4.332 0.04
O -0.905 -1.335 5.718 -0.62
H 1.401 -1.122 4.924 0.50
H 0.862 0.175 3.916 0.29
H 1.101 -1.537 3.229 0.20
H -0.934 -2.195 3.898 0.02
H -1.465 -0.559 3.970 0.12
H -0.779 -0.429 6.009 0.35
C -4.208 -1.420 1.313 -0.92
C -3.550 -2.602 1.875 0.64
O -4.333 -3.275 2.878 -0.60
H -5.239 -1.452 0.960 0.44
H -3.683 -1.183 0.388 0.03
H -4.139 -0.526 1.933 0.23
H -2.627 -2.324 2.384 -0.46
H -3.338 -3.351 1.112 0.15
H -3.805 -4.066 3.005 0.34
C 1.640 -1.496 -4.416 -0.65
C 0.466 -1.786 -5.370 -0.13
O -0.156 -0.626 -5.757 -0.59
H 1.416 -0.914 -3.522 -0.11
H 2.457 -1.018 -4.957 0.31
H 2.035 -2.440 -4.040 0.39
H -0.249 -2.373 -4.793 0.03
H 0.811 -2.463 -6.151 0.35
H -0.389 -0.166 -4.947 0.57
C 0.037 3.991 2.435 -0.50
C 1.286 3.910 1.540 -0.06
O 1.954 2.716 1.958 -0.52
H 0.372 4.045 3.471 0.34
H -0.654 3.169 2.251 -0.17
H -0.498 4.895 2.145 0.30
H 1.905 4.787 1.727 0.41
H 1.079 3.874 0.470 0.03
H 1.499 2.034 1.458 0.19
O -1.655 4.261 -0.168 -0.73
H -1.157 3.448 -0.259 0.26
H -2.210 4.117 0.599 0.37
O -0.353 -3.902 1.686 -0.66
H 0.215 -4.310 1.033 0.28
H -0.449 -2.997 1.389 0.39

***

Record 5
91
Properties=species:S:1:pos:R:3:mulliken_charge:R:1 method="wB97M-V/def2-TZVPD" total_charge=+4 e_tot_ha=-2199.7139
In 4.397 16.006 6.007 1.22
In 5.073 12.262 1.968 0.82
B 3.483 15.008 3.291 0.37
H 4.580 15.096 3.715 -0.04
H 3.010 16.038 3.206 -0.04
H 3.591 14.347 2.358 -0.19
H 2.914 14.425 4.099 -0.28
B 6.056 13.371 4.762 4.08
H 6.032 13.661 5.880 -0.75
H 6.455 14.262 4.178 -0.01
H 6.563 12.367 4.590 -1.60
H 4.952 13.147 4.483 -0.64
C 10.711 9.937 4.450 -1.13
C 9.465 10.168 5.294 -0.34
O 8.620 11.200 4.765 -0.43
H 11.570 9.420 4.878 0.42
H 11.063 10.863 3.995 0.26
H 10.494 9.193 3.677 0.27
H 9.719 10.301 6.348 0.43
H 8.942 9.207 5.321 0.26
H 7.871 11.395 5.330 -0.24
C 2.010 10.798 3.892 -0.63
C 1.715 10.041 2.613 -0.69
O 2.893 10.026 1.841 -0.34
O 2.671 12.028 3.699 0.03
H 2.626 10.250 4.612 0.25
H 1.107 10.837 4.512 0.52
H 0.830 10.499 2.161 0.34
H 1.505 9.007 2.895 0.45
H 2.874 9.175 1.386 0.26
H 1.924 12.637 3.582 0.17
C 6.370 15.702 0.473 -0.58
C 7.655 15.070 0.995 -0.47
O 7.386 14.327 2.170 -0.40
O 5.333 14.737 0.261 -0.38
H 6.483 16.087 -0.544 0.49
H 6.193 16.509 1.189 0.32
H 8.464 15.802 0.978 0.43
H 7.989 14.321 0.263 0.16
H 8.166 14.248 2.731 0.15
H 4.600 15.306 -0.020 0.29
C 5.304 14.153 9.202 0.48
C 6.781 13.690 9.384 -0.75
O 7.555 13.677 8.169 -0.50
O 5.278 15.544 8.959 -0.53
H 4.788 13.901 10.129 0.61
H 4.910 13.555 8.382 -0.63
H 6.657 12.680 9.786 0.41
H 7.290 14.258 10.160 0.44
H 7.247 12.905 7.681 0.19
H 5.582 16.006 9.751 0.37
C 7.300 18.253 6.870 -0.58
C 7.719 16.861 7.250 -0.26
O 7.049 15.857 6.483 -0.23
O 5.887 18.306 7.006 -0.39
H 7.471 18.417 5.804 0.29
H 7.781 19.010 7.490 0.46
H 7.506 16.684 8.309 0.20
H 8.790 16.654 7.149 0.45
H 7.154 15.002 6.950 0.22
H 5.611 19.226 7.112 0.28
C 8.698 11.552 1.025 -0.28
C 7.837 11.082 -0.127 -0.54
O 6.723 11.892 -0.420 -0.38
O 7.851 11.532 2.171 0.32
H 9.008 12.604 1.002 0.14
H 9.613 10.968 1.121 0.43
H 7.485 10.075 0.092 0.14
H 8.489 11.120 -1.005 0.57
H 6.561 11.835 -1.370 0.28
H 8.349 11.380 3.006 -0.01
C 1.688 13.743 7.851 -0.96
C 2.514 12.554 7.437 -0.19
O 3.421 12.976 6.423 -0.26
O 2.357 14.915 8.298 -0.44
H 0.772 13.503 8.395 0.55
H 1.150 14.153 6.984 0.30
H 1.936 11.678 7.136 0.46
H 3.228 12.180 8.181 0.33
H 4.091 12.302 6.292 -0.02
H 1.951 15.171 9.134 0.29
C 5.192 9.031 3.834 -0.71
C 6.135 8.646 2.755 -0.28
O 5.817 9.416 1.588 -0.43
O 5.353 10.417 4.090 -0.16
H 5.419 8.449 4.734 0.49
H 4.153 8.744 3.666 0.21
H 6.120 7.585 2.497 0.61
H 7.155 8.720 3.147 -0.05
H 5.897 8.863 0.804 0.31
H 5.704 10.500 4.979 -0.08